Version P
One molecule with the formula CH3N3O2S. Source: the Open Molecules 2025 dataset; level of theory: ωB97M-V/def2-TZVPD.

SMILES   O=S1(=O)N=NCN1

CARTESIAN COORDINATES (ANGSTROEM)
1 O 1.15671 1.06166 1.31538
2 S 1.16020 0.63762 -0.05322
3 O 2.28157 0.72817 -0.89245
4 N -0.26328 1.49793 -0.57342
5 N -1.30472 0.75947 -0.52938
6 C -1.05416 -0.54656 -0.12292
7 N 0.36976 -0.78706 -0.09681
8 H -1.42202 -0.69399 1.01246
9 H -1.62542 -1.31371 -0.71278
10 H 0.70136 -1.34351 0.65312

Version Q
One molecule with the formula CH3N3O2S. Source: the Open Molecules 2025 dataset; level of theory: ωB97M-V/def2-TZVPD.

CARTESIAN COORDINATES (ANGSTROEM)
1 C -0.19446 0.83877 -0.22621
2 N -0.14670 -1.47844 -0.03916
3 N 0.58028 -0.36497 -0.17344
4 N -1.38338 -1.46963 -0.90614
5 O 1.88430 -0.34163 -0.16708
6 O -2.15966 -2.35312 -0.87166
7 S -1.77012 0.25561 -1.00814
8 H -0.40758 1.39587 0.68881
9 H 0.24090 1.48704 -0.84874
10 H 0.39380 -2.38822 -0.11103

The structure with the most favorable energy is version P; the runner-up is 441.3 kJ/mol above it.

Version P
C3H10NO3 as an isolated structure. Source: the Open Molecules 2025 dataset; level of theory: ωB97M-V/def2-TZVPD.

Charge   +1

CARTESIAN COORDINATES (ANGSTROEM)
1 C 0.99457 -0.48649 1.30844
2 C 1.04956 -1.13879 -0.05940
3 C -0.00865 -0.92610 -1.02412
4 O -1.23244 -0.78815 -0.65889
5 O 1.45022 1.74205 0.20312
6 N -0.22583 0.14141 1.60520
7 H 1.14108 0.64210 0.88232
8 H 1.60530 -0.87812 2.08012
9 H 0.67853 0.03795 -0.67610
10 H 1.49653 -2.12911 -0.00650
11 H 0.16133 -1.22957 -2.05395
12 H -2.11479 0.37974 -1.17087
13 H -0.95296 -0.05256 0.91784
14 H -0.17912 1.11049 1.95625
15 H 2.36384 1.90340 -0.04831
16 H -3.50379 0.57950 -1.74895
17 O -2.72338 1.09225 -1.50621

Version Q
A 2-piece molecular cluster, C3H10NO3 overall. Source: the Open Molecules 2025 dataset; level of theory: ωB97M-V/def2-TZVPD.

Charge   +1

CARTESIAN COORDINATES (ANGSTROEM)
1 C -2.07160 -0.21661 -0.73545
2 C -1.22557 0.80161 0.03176
3 C 1.21139 0.60428 0.07253
4 N 1.33393 0.53861 1.44110
5 O 1.14143 -1.76429 -0.29398
6 O 2.32814 0.56974 -0.65399
7 O 0.11619 0.69434 -0.55615
8 H -2.76499 0.32110 -1.44294
9 H -1.47320 -0.79221 -1.33700
10 H -2.79231 -0.70405 -0.03280
11 H -1.30469 0.61633 1.08073
12 H -1.53789 1.90531 -0.12388
13 H 1.76934 -1.84170 0.42268
14 H 2.11759 0.10488 1.85065
15 H 0.56686 0.84654 2.00985
16 H 0.40524 -2.35837 -0.16788
17 H 2.18012 0.67448 -1.56522

The structure with the most favorable energy is version Q; the runner-up is 885.3 kJ/mol above it.

Version P
One molecule with the formula C5H3NO. Source: the Open Molecules 2025 dataset; level of theory: ωB97M-V/def2-TZVPD.

SMILES   C#Cc1cnco1

CARTESIAN COORDINATES (ANGSTROEM)
1 C 2.05789 -1.29478 1.65246
2 C 1.28595 -0.66935 0.94167
3 C 0.30491 -0.09958 0.06554
4 C -0.49981 -0.72653 -0.85358
5 N -1.48498 0.10649 -1.29633
6 C -1.29443 1.24857 -0.59844
7 O -0.14568 1.21330 0.16954
8 H 2.79064 -1.65783 2.25073
9 H -0.58827 -1.74020 -1.14284
10 H -1.76914 2.19623 -0.63577

Version Q
One molecule with the formula C5H3NO. Source: the Open Molecules 2025 dataset; level of theory: ωB97M-V/def2-TZVPD.

SMILES   N#Cc1ccco1

CARTESIAN COORDINATES (ANGSTROEM)
1 N 1.05689 1.44378 2.73827
2 C 0.66813 0.85024 1.82370
3 C 0.25962 0.16871 0.65318
4 C 0.72631 0.20769 -0.61931
5 C -0.18591 -0.52741 -1.48134
6 C -1.07985 -1.05036 -0.54756
7 O -0.81735 -0.65939 0.70789
8 H 1.59685 0.71893 -1.00841
9 H -0.33053 0.61544 -1.66132
10 H -1.89416 -1.76763 -0.60511

Version R
One molecule with the formula C5H3NO. Source: the Open Molecules 2025 dataset; level of theory: ωB97M-V/def2-TZVPD.

SMILES   C#Cc1ncco1

CARTESIAN COORDINATES (ANGSTROEM)
1 C 0.24721 -0.00597 -2.96158
2 C 0.06172 0.05557 -1.79833
3 C -0.13190 0.06548 -0.39106
4 N -0.72707 -0.85683 0.37997
5 C -0.51323 -0.51447 1.74690
6 C 0.18783 0.62216 1.61155
7 O 0.56028 0.85496 0.38969
8 H 0.41628 -0.25353 -3.96894
9 H -0.66166 -1.29870 2.56613
10 H 0.56053 1.33134 2.42568

Version S
One molecule with the formula C5H3NO. Source: the Open Molecules 2025 dataset; level of theory: ωB97M-V/def2-TZVPD.

SMILES   C#CCC(=O)C#N

CARTESIAN COORDINATES (ANGSTROEM)
1 C 2.26139 -0.30186 0.50716
2 C 1.09720 -0.54290 0.31293
3 C -0.32272 -0.87053 0.14068
4 C -1.27321 0.18996 -0.37208
5 O -2.24900 -0.16887 -0.98574
6 C -1.05662 1.63374 -0.17646
7 N -0.98951 2.78462 -0.09180
8 H 3.30306 -0.10238 0.66412
9 H -0.57579 -1.63014 -0.60803
10 H -0.73003 -1.26656 1.07944

The structure with the most favorable energy is version P; the runner-up is 17.1 kJ/mol above it.

Version P
A 2-piece molecular cluster, C5H3NO overall. Source: the Open Molecules 2025 dataset; level of theory: ωB97M-V/def2-TZVPD.

SMILES   N#CC=C=O.C#C

CARTESIAN COORDINATES (ANGSTROEM)
1 N -0.49282 -0.87498 2.74820
2 C -0.43717 -1.00293 1.59475
3 C -0.42788 -1.33195 0.21711
4 C 0.09304 -0.88219 -0.91070
5 O 0.43015 -0.79566 -2.01715
6 H -0.74022 -2.32051 -0.10806
7 C 0.48174 1.83869 -0.97517
8 C 0.30572 1.76148 0.21283
9 H 0.63357 1.88278 -2.03254
10 H 0.15386 1.72528 1.27072

Version Q
C5H3NO as an isolated structure. Source: the Open Molecules 2025 dataset; level of theory: ωB97M-V/def2-TZVPD.

CARTESIAN COORDINATES (ANGSTROEM)
1 O -2.00145 -0.39683 -1.00180
2 C -1.07617 0.20234 -0.36365
3 C -0.16135 -0.74638 0.17076
4 C 1.23072 -0.47879 0.36412
5 C 2.40936 -0.26225 0.49740
6 C -1.04579 1.64256 -0.27393
7 N -0.99516 2.79466 -0.18005
8 H -1.16442 -1.34288 -0.77343
9 H -0.64795 -1.34779 0.94602
10 H 3.45219 -0.06466 0.61456

The structure with the most favorable energy is version P; the runner-up is 159.2 kJ/mol above it.